Record 1
34
Properties=species:S:1:pos:R:3:forces:R:3:nbo_charge:R:1 method="wB97M-V/def2-TZVPD" multiplicity=2 e_lumo_ha="-0.22302 / -0.27376" gap_ev="5.9 / 4.5" total_charge=+1
Sn 1.832141 -7.332384 17.085365 2.150 -0.465 -1.356 1.68
O 5.591901 -4.486446 17.792996 -0.220 -0.271 0.396 -0.61
C 4.759012 -4.434317 16.776864 -2.173 -3.245 2.550 0.93
O 3.716312 -5.105035 16.719571 0.471 0.246 -0.168 -0.60
O 5.083635 -3.628818 15.926643 0.128 2.276 -3.432 -0.20
H 6.022906 -3.638555 17.662922 1.313 0.522 0.846 0.50
O 3.695608 -8.653893 12.798831 0.309 0.083 -0.311 -0.65
C 3.294146 -8.408772 14.028053 -0.751 2.001 0.788 0.92
O 3.180251 -9.371073 14.762746 -0.566 -2.829 2.576 -0.78
O 3.055122 -7.256279 14.388908 -1.248 3.474 1.687 -0.79
H 3.793339 -9.542973 13.147533 0.961 -2.212 -2.158 0.50
C 1.072640 -11.293654 18.052128 -0.328 -1.176 -0.156 -0.25
O 1.857119 -10.308875 18.637393 0.336 2.530 0.176 -0.57
C 2.637612 -10.582411 19.758462 1.688 0.287 1.241 -0.07
C 3.092400 -9.285785 20.601165 -1.859 -1.577 -1.324 -0.08
O 3.543401 -8.279636 19.738927 0.130 -0.879 -1.130 -0.55
C 4.009948 -7.166810 20.397729 -0.795 3.014 -1.049 -0.08
C 2.879873 -6.107826 20.762405 1.124 -1.254 0.417 -0.10
O 2.002923 -5.907129 19.649562 1.217 -1.056 -0.168 -0.60
C 1.174213 -4.790663 19.809805 -0.454 0.500 -0.410 -0.24
H 1.387390 -11.483023 17.025891 0.047 0.163 -0.078 0.20
H 0.029755 -10.977193 18.070550 -0.078 -0.137 -0.009 0.18
H 1.183354 -12.237460 18.586061 -0.196 -0.076 0.083 0.19
H 3.544283 -11.116251 19.473763 0.398 0.249 -0.443 0.18
H 2.204230 -11.314526 20.439855 -0.730 0.304 0.237 0.19
H 3.883123 -9.579163 21.291667 -0.121 -0.092 0.144 0.20
H 2.219938 -8.853221 21.090864 -0.102 -0.416 0.615 0.17
H 4.528451 -6.617456 19.611934 0.572 -0.024 0.064 0.19
H 4.716372 -7.337441 21.210101 -0.278 -0.237 0.231 0.20
H 3.415030 -5.195879 21.027094 -0.034 0.255 -0.203 0.19
H 2.333154 -6.401282 21.658551 -0.452 -0.091 -0.101 0.18
H 0.698409 -4.830896 20.789642 -0.366 0.119 -0.172 0.20
H 0.486118 -4.833852 18.965557 -0.525 0.030 0.361 0.18
H 1.684823 -3.835938 19.683726 0.431 -0.019 0.253 0.19


Record 2
38
Properties=species:S:1:pos:R:3:forces:R:3:nbo_charge:R:1 method="wB97M-V/def2-TZVPD" e_lumo_ha=0.00777 e_above_lowest_kj_mol=991.93 gap_ev=8.7
C -4.377557 0.042591 -0.421255 -4.533 -1.701 -0.840 -0.26
C -3.140116 -0.606039 -0.753544 4.473 -3.559 0.986 0.71
C -4.509359 1.389768 -1.136264 0.487 0.293 -3.001 -0.07
C -0.758778 -0.216040 -0.081588 -2.251 -0.984 -2.323 -0.17
C -0.948476 -0.780694 1.430838 -6.200 -4.130 0.937 0.77
C 0.501551 0.568723 -0.563181 -0.803 0.526 3.954 -0.42
C 1.697058 -0.283995 -0.533949 1.733 0.983 -0.208 -0.16
C 1.989920 -1.504174 -1.138341 1.969 2.651 2.316 -0.01
C 2.948967 0.369591 -0.025039 1.952 -2.760 -0.993 -0.06
C 4.021984 -0.650549 -0.336322 -1.804 2.863 -0.607 0.13
C 3.358813 1.644916 0.468491 -5.045 -0.611 -1.249 -0.19
C 5.362615 -0.221141 -0.362525 -0.740 1.259 1.298 -0.24
C 4.681391 1.869951 0.689498 -1.836 4.581 0.198 -0.24
C 5.617437 1.072858 0.146683 1.881 -2.051 1.899 -0.23
H -5.573935 -0.050125 1.557801 2.193 1.408 -2.521 0.44
H -3.955615 0.058441 1.628734 0.888 -1.104 0.481 0.42
H -5.080386 -0.703325 -0.673134 -1.293 -0.578 -0.837 0.24
H -3.853777 1.523371 -2.138557 -2.259 -1.194 1.361 0.19
H -5.553178 1.741835 -1.189567 0.025 -0.601 -0.747 0.18
H -3.791183 1.277034 0.580826 -1.603 5.232 -0.514 0.46
H -2.369494 1.333911 -0.156701 0.350 -2.115 -1.812 0.43
H -0.725217 -1.122786 -0.829049 -0.003 0.904 2.141 0.27
H 0.754513 1.530455 0.009994 -0.721 -1.454 -0.248 0.21
H 0.231360 0.963362 -1.468166 -0.565 0.513 -2.693 0.24
H 1.414485 -2.222222 -1.654106 -0.565 -0.558 -0.272 0.23
H 3.822653 -2.693591 -1.086151 -1.416 3.402 0.215 0.42
H 2.434861 2.410371 0.454235 2.670 -1.298 0.742 0.21
H 6.228236 -0.772869 -0.609504 0.435 -0.987 -0.496 0.22
H 4.929934 2.942860 1.060112 -0.075 -2.160 -0.446 0.22
H 6.537133 1.394465 0.657683 0.730 -0.728 -1.591 0.22
H 0.840198 -0.956463 1.625504 5.089 0.587 -3.473 0.49
N -4.684027 0.352534 1.012521 -0.462 -1.715 1.630 -0.85
N -2.088561 0.395829 -0.662117 1.922 -1.776 2.630 -0.68
N 3.362630 -1.677707 -0.969880 1.647 -4.529 -0.777 -0.53
O -2.986814 -1.885325 -0.951519 -0.482 6.224 0.317 -0.58
O -3.862933 2.205653 -0.306919 2.316 0.451 4.626 -0.77
O -2.182522 -1.366578 1.874287 7.790 4.743 -2.695 -0.65
O 0.145571 -0.994239 2.167321 -5.896 -0.029 2.612 -0.62